C46H66BIrN8O3PSSi | ωB97M-V with the def2-TZVPD basis set

Output
HOMO level (spin up / spin down): -10.4 / -10.4 eV
Charge: +1
Lowest unoccupied orbital energy (spin up / spin down): -4.38 / -4.38 eV
Gap between HOMO and LUMO (spin up / spin down): 6.0 / 6.0 eV
Relative energy (zero: lowest compared OMol25 entry of this formula, charge and spin): 0.0 kcal/mol

Last column: Löwdin charge in e.
Atoms and positions in Å:
Ir 0.53443 0.42501 -0.61933  1.0246
C 3.09776 2.41992 -2.58099  -0.0112
C 2.20832 3.06327 -1.58410  -0.3138
C 2.23813 4.40088 -1.18793  0.0050
C 1.24883 4.51978 -0.23943  -0.0300
N 0.66722 3.32489 -0.07472  0.0425
N 1.25053 2.41788 -0.90893  -0.0442
B -0.57918 3.06314 0.86217  -0.6636
N -0.10682 2.09516 1.94010  0.0358
C -0.19108 2.06852 3.27261  -0.0362
C 0.46914 0.94272 3.71505  -0.0086
C 0.93763 0.29932 2.56805  -0.3523
C 1.73628 -0.96274 2.57382  -0.0364
N 0.56070 1.01074 1.48877  -0.0452
N -1.67942 2.39587 0.02297  0.0372
C -2.95419 2.77804 -0.14746  -0.0526
C -3.43512 2.19584 -1.29330  0.0044
C -2.36811 1.44981 -1.79734  -0.3126
C -2.27649 0.80560 -3.12852  -0.0269
N -1.33061 1.52387 -0.95907  -0.0412
N -1.03172 4.39864 1.40908  -0.0163
C -1.66392 5.40295 0.74180  -0.0930
C -1.55501 6.54216 1.48946  -0.0119
C -0.80069 6.15889 2.62291  -0.3470
C -0.36849 7.00392 3.77576  -0.0316
N -0.47491 4.88119 2.55586  0.1192
H 3.43827 3.15839 -3.30492  0.0947
H 3.97855 1.98212 -2.10585  0.0777
H 2.56357 1.64342 -3.10821  0.0287
H 2.89897 5.16973 -1.54931  0.1120
H 0.92287 5.37036 0.33607  0.1244
H -0.65903 2.87837 3.80171  0.1157
H 0.61950 0.62821 4.73358  0.1134
H 2.08964 -1.14436 3.58841  0.0909
H 1.13001 -1.81021 2.26367  0.0452
H 2.60679 -0.91463 1.92039  0.0470
H -3.41870 3.46519 0.53813  0.1312
H -4.40793 2.32190 -1.73577  0.1137
H -2.92253 1.33398 -3.82970  0.1025
H -1.25351 0.89058 -3.49110  0.0635
H -2.57055 -0.23742 -3.09426  0.0308
H -2.12530 5.24276 -0.21848  0.1234
H -1.96349 7.51298 1.26331  0.1066
H -1.13566 7.73386 4.03169  0.0786
H -0.17457 6.38237 4.64798  0.0754
H 0.54454 7.55285 3.53997  0.0784
C 1.65882 -2.47780 -1.92994  -0.2612
P 0.79798 -0.98492 -2.52748  0.7050
C 1.88435 -0.53284 -3.91525  -0.2423
C -0.54972 -1.76237 -3.46091  -0.2422
H 1.80193 -3.15588 -2.77363  0.0595
H 1.06941 -2.96493 -1.15876  0.0004
H 2.63154 -2.21119 -1.52589  0.0261
H 1.97951 -1.39813 -4.57255  0.0604
H 2.86927 -0.25853 -3.55046  0.0149
H 1.46368 0.28905 -4.49600  0.0560
H -0.10237 -2.61679 -3.97230  0.0628
H -0.94825 -1.08925 -4.21459  0.0436
H -1.35173 -2.10547 -2.80985  0.0180
C -5.44467 -0.73626 -1.76864  -0.0111
C -4.61504 -1.98384 -2.03904  -0.6023
C -5.25309 -3.19120 -1.36589  -0.0183
C -4.47976 -2.23141 -3.53403  -0.0199
O -3.25139 -1.78495 -1.56057  -0.1761
Si -2.69227 -1.89956 -0.02715  -0.0771
S -0.63508 -1.46294 0.21549  0.4820
O -2.80894 -3.41197 0.56448  -0.1589
C -2.18966 -4.68228 0.30484  -0.6313
C -3.23971 -5.73376 0.63467  -0.0170
C -0.98508 -4.83005 1.22664  -0.0319
C -1.76903 -4.78138 -1.15621  -0.0226
O -3.64197 -0.95538 0.89883  -0.1403
C -3.94693 -0.96277 2.30716  -0.6268
C -5.06507 -1.96816 2.54353  -0.0204
C -2.71582 -1.31557 3.13139  -0.0312
C -4.41022 0.44751 2.64072  -0.0209
H -6.45223 -0.87781 -2.16451  0.0973
H -5.01283 0.13459 -2.26085  0.0659
H -5.50629 -0.54256 -0.69918  0.0817
H -6.26655 -3.32566 -1.74812  0.1005
H -5.31282 -3.05605 -0.28583  0.0793
H -4.68608 -4.09848 -1.57421  0.0698
H -5.45917 -2.39611 -3.98478  0.0955
H -3.86121 -3.11196 -3.71621  0.0888
H -4.01856 -1.37289 -4.02675  0.0749
H -3.55694 -5.62981 1.67293  0.0911
H -2.83545 -6.73788 0.49466  0.0939
H -4.11222 -5.61790 -0.00815  0.0762
H -1.30552 -4.83154 2.27005  0.0908
H -0.29023 -4.00283 1.07545  0.0360
H -0.46432 -5.76764 1.02442  0.0917
H -2.63396 -4.70994 -1.81871  0.0778
H -1.27044 -5.73426 -1.34026  0.0971
H -1.07373 -3.97766 -1.40856  0.0478
H -4.74051 -2.96908 2.25540  0.0776
H -5.94558 -1.69795 1.95728  0.0889
H -5.34684 -1.98234 3.59804  0.0929
H -2.36448 -2.32317 2.89820  0.0761
H -2.96436 -1.27647 4.19418  0.0967
H -1.90553 -0.61231 2.93640  0.0624
H -5.28648 0.71130 2.04564  0.0888
H -3.61197 1.15518 2.41853  0.0728
H -4.66755 0.53019 3.69816  0.0924
C 2.35116 -0.04228 -0.31638  -0.2191
C 3.57415 -0.08455 -0.11538  -0.0730
C 4.90642 0.03572 0.11565  -0.0784
C 5.83661 -0.84183 -0.61496  -0.1829
C 5.66206 -1.05952 -1.98132  -0.0165
C 6.51564 -1.90627 -2.66649  -0.0555
C 7.52305 -2.57560 -1.98322  -0.0570
C 7.68585 -2.38479 -0.61781  -0.0530
C 6.85747 -1.51019 0.06566  -0.0230
C 5.38190 1.00861 1.08878  -0.1560
C 6.72664 1.40758 1.10277  -0.0080
C 7.15705 2.36871 1.99820  -0.0520
C 6.25795 2.93906 2.88970  -0.0457
C 4.91899 2.56012 2.88030  -0.0445
C 4.48006 1.60812 1.98384  0.0122
H 4.87229 -0.53869 -2.50527  0.0973
H 6.39355 -2.04979 -3.73183  0.1114
H 8.18255 -3.24756 -2.51619  0.1126
H 8.46054 -2.91850 -0.08399  0.1135
H 6.98130 -1.36178 1.13054  0.1259
H 7.42253 0.98525 0.39189  0.1189
H 8.19233 2.68128 1.99670  0.1135
H 6.59956 3.68957 3.59083  0.1143
H 4.21954 3.01114 3.57132  0.1147
H 3.43742 1.31451 1.97024  0.1011